This record from OMol25 describes a structure of composition C39H48FIN8O4PS3W. The level of theory is ωB97M-V/def2-TZVPD.

Summary:
Frontier orbital gap (spin up / spin down) ... 5.892 / 5.895 eV
Energy above the lowest of the compared OMol25 structures with the same formula, charge and spin ... 0.0 kcal per mole
Energy ... -115780.6945 eV
Charge ... -1
HOMO level (spin up / spin down) ... -0.13302 / -0.13315 Ha
Max |F| ... 0.5 eV/A

Structure (XYZ):
```
106
Properties=species:S:1:pos:R:3:forces:R:3
W 1.2234 0.4522 -0.1196 -0.1149 0.1343 0.4502
C -1.0944 0.5713 -2.6853 0.0292 0.0414 0.0015
C -1.7755 1.0082 -1.4309 -0.0168 -0.0112 0.0130
C -3.1333 1.4116 -1.5338 -0.0031 -0.0101 0.0235
C -3.7900 1.8689 -0.4407 0.0169 0.0052 -0.0026
C -3.0995 1.9717 0.7876 -0.0075 -0.0057 -0.0134
C -3.7304 2.4875 1.9421 -0.0038 -0.0030 0.0116
C -3.0180 2.6095 3.1018 0.0004 -0.0031 -0.0130
C -1.6712 2.2189 3.1454 0.0019 -0.0011 -0.0061
C -1.0197 1.6926 2.0460 0.0050 -0.0262 -0.0399
S 0.6258 1.1431 2.1744 0.0471 0.0872 -0.2213
C -1.7472 1.5609 0.8218 0.0164 -0.0027 0.0439
N -1.1150 1.0534 -0.2920 -0.0765 -0.1265 -0.1668
H -1.8188 0.1802 -3.4007 0.0081 0.0047 0.0029
H -0.3240 -0.1661 -2.4843 0.0067 0.0349 -0.0093
H -0.6036 1.4367 -3.1386 0.0149 -0.0083 -0.0054
H -3.6205 1.3423 -2.4975 0.0015 0.0002 -0.0032
H -4.8290 2.1747 -0.4930 0.0004 0.0060 0.0005
H -4.7690 2.7897 1.8796 0.0003 0.0015 0.0020
H -3.4859 3.0140 3.9913 0.0021 0.0004 0.0022
H -1.1073 2.3215 4.0648 -0.0114 0.0011 0.0067
S 3.5068 -0.7203 0.4561 -0.0531 -0.1284 -0.0295
C 3.9430 0.8762 0.7603 0.0431 -0.0403 -0.1278
N 2.9923 1.7564 0.5678 -0.0066 -0.0600 0.0168
C 3.3354 3.0129 1.0338 0.0161 0.0049 -0.0336
C 2.4930 4.1143 1.1662 -0.0194 -0.0062 0.0009
C 3.0114 5.3008 1.6528 0.0079 0.0004 0.0043
C 4.3532 5.4045 2.0252 0.0040 -0.0008 -0.0074
C 5.1860 4.3006 1.9504 -0.0013 0.0053 -0.0059
C 4.6639 3.1070 1.4720 0.0254 -0.0028 -0.0281
S 5.4406 1.5477 1.3617 -0.0109 0.0240 0.0138
H 1.4446 4.0055 0.9267 0.0036 -0.0043 -0.0045
H 2.3597 6.1592 1.7641 0.0011 0.0025 0.0011
H 4.7404 6.3445 2.3971 -0.0012 -0.0009 0.0022
H 6.2186 4.3630 2.2699 -0.0016 0.0001 0.0034
F 4.1457 7.3709 -3.5252 0.0037 0.0018 -0.0010
C 2.9756 6.7426 -3.7193 -0.0091 0.0002 0.0056
C 2.3963 6.0404 -2.7402 0.0053 -0.0180 -0.0114
N 1.1856 5.4129 -2.9059 -0.0211 0.0217 0.0008
C 0.6611 4.5987 -1.8196 0.0442 -0.0018 0.0227
C 1.4977 3.3266 -1.5956 0.0169 -0.0251 -0.0149
O 2.6381 3.2880 -2.0324 -0.0107 -0.0111 -0.0215
O 0.8586 2.4652 -0.9018 -0.0225 0.1789 0.1491
C 0.5555 5.3785 -4.1287 0.0194 -0.0149 0.0183
O -0.4725 4.7704 -4.3494 -0.0086 0.0177 -0.0046
N 1.1841 6.1251 -5.1108 0.0020 0.0112 -0.0119
C 2.3767 6.8399 -5.0363 -0.0072 -0.0154 0.0019
O 2.8114 7.4492 -5.9908 0.0032 0.0057 -0.0003
H 2.8584 5.9304 -1.7694 0.0031 -0.0003 0.0115
H -0.3736 4.3503 -2.0309 0.0054 -0.0034 -0.0482
H 0.7008 5.1885 -0.9012 -0.0573 -0.0172 0.0076
H 0.7293 6.1142 -6.0115 -0.0034 -0.0014 0.0032
N 0.4929 -1.2603 -0.0492 -0.0708 -0.0292 -0.0918
P -0.2262 -2.4908 0.5668 0.0701 -0.0451 0.0901
N 0.7855 -3.8019 0.5766 0.0170 0.0244 -0.0192
C 2.0941 -3.8120 -0.0688 -0.0035 -0.0143 0.0059
C 2.1535 -4.8764 -1.1559 -0.0041 0.0006 0.0041
C 1.7661 -6.2469 -0.6068 0.0002 0.0026 -0.0008
C 0.4025 -6.1803 0.0769 0.0063 0.0066 0.0001
C 0.3944 -5.0843 1.1377 -0.0071 -0.0060 0.0153
N -1.6363 -2.8352 -0.2626 -0.0188 0.0492 -0.0072
C -2.6117 -3.8153 0.1994 -0.0096 -0.0043 -0.0087
C -4.0029 -3.4430 -0.3012 0.0047 -0.0019 -0.0045
C -4.0145 -3.3285 -1.8235 0.0025 0.0000 0.0022
C -2.9232 -2.3697 -2.2912 -0.0032 -0.0125 0.0165
C -1.5718 -2.7769 -1.7226 0.0281 -0.0240 -0.0210
N -0.7676 -2.4131 2.1324 -0.0304 -0.0627 -0.0234
C 0.2190 -2.4503 3.2178 0.0169 0.0211 0.0126
C -0.4077 -3.0848 4.4529 -0.0078 -0.0027 -0.0131
C -1.6648 -2.3236 4.8681 -0.0035 -0.0003 0.0040
C -2.6383 -2.2111 3.6969 0.0132 -0.0007 -0.0052
C -1.9373 -1.6043 2.4882 -0.0068 0.0007 0.0036
H 2.8640 -4.0078 0.6912 0.0013 0.0003 0.0029
H 2.2824 -2.8310 -0.4943 -0.0055 -0.0099 -0.0054
H 3.1576 -4.8953 -1.5853 0.0015 0.0024 -0.0005
H 1.4679 -4.5851 -1.9582 0.0013 -0.0018 -0.0006
H 2.5163 -6.5674 0.1262 -0.0013 -0.0030 -0.0003
H 1.7597 -6.9963 -1.4018 0.0004 0.0006 -0.0008
H 0.1471 -7.1391 0.5370 0.0000 -0.0013 -0.0004
H -0.3681 -5.9559 -0.6683 -0.0003 -0.0036 0.0009
H 1.1051 -5.3542 1.9342 -0.0026 0.0002 0.0032
H -0.5853 -4.9931 1.6061 0.0031 -0.0021 -0.0033
H -2.5936 -3.8617 1.2861 0.0016 -0.0018 0.0095
H -2.3552 -4.8180 -0.1808 0.0022 0.0026 0.0076
H -4.2910 -2.4843 0.1422 0.0023 0.0004 0.0002
H -4.7233 -4.1929 0.0367 -0.0017 0.0027 0.0017
H -4.9955 -3.0018 -2.1764 -0.0014 -0.0006 -0.0009
H -3.8331 -4.3192 -2.2571 -0.0006 0.0003 0.0006
H -3.1550 -1.3574 -1.9482 -0.0014 -0.0058 -0.0033
H -2.8667 -2.3463 -3.3823 0.0011 -0.0012 0.0001
H -0.7860 -2.0837 -2.0161 -0.0284 -0.0243 0.0153
H -1.2942 -3.7673 -2.1209 0.0038 0.0018 0.0028
H 0.5504 -1.4291 3.4410 0.0047 -0.0028 -0.0033
H 1.0925 -3.0108 2.8871 0.0001 -0.0050 -0.0026
H 0.3213 -3.0929 5.2668 0.0046 0.0015 -0.0049
H -0.6633 -4.1266 4.2288 0.0006 -0.0011 0.0056
H -1.3788 -1.3143 5.1840 0.0005 -0.0017 0.0022
H -2.1436 -2.8052 5.7243 0.0002 0.0015 0.0004
H -3.4922 -1.5848 3.9676 -0.0036 -0.0010 -0.0070
H -3.0260 -3.2037 3.4405 0.0036 -0.0025 0.0017
H -1.6164 -0.5894 2.7363 0.0078 0.0249 0.0000
H -2.6039 -1.5354 1.6297 -0.0068 0.0062 -0.0052
I 2.1631 -1.5323 -3.1879 -0.0069 -0.0230 -0.0159
C 2.1045 0.4008 -2.1828 0.1841 0.1420 0.0869
H 3.1661 0.6565 -2.1603 -0.0088 -0.0123 -0.0435
H 1.6531 1.0268 -2.9509 -0.0363 -0.0254 0.0075
```
Positions in Å, forces in eV/Å.

Atom charges from the Löwdin analysis, given in e for atoms 1 to 4: W 1.14; C -0.05; C -0.30; C -0.03